A structure of composition C34H46N4O11SSiV at a distorted geometry, computed with ωB97M-V with the def2-TZVPD basis set.

Geometry as XYZ:
```
98
Properties=species:S:1:pos:R:3:mulliken_charge:R:1
V -2.45 -1.54 -0.31 1.1574
S 0.62 0.85 -0.49 0.9393
Si 1.99 2.17 0.32 -2.1743
O -2.96 -2.42 1.37 -0.3809
O 2.65 1.69 1.76 0.0375
O -2.86 -3.72 -1.15 -0.4268
O 1.48 3.71 0.60 0.6030
O -1.97 -5.74 -1.38 -0.7138
O -0.17 -7.07 -0.51 -0.7638
O -2.21 -0.06 0.39 -0.4297
O 1.47 -6.80 1.02 -0.7653
O 3.29 2.38 -0.69 -0.0486
O -1.48 -1.63 -1.94 -0.4785
O -1.26 0.69 1.06 -0.2533
N 0.84 -4.13 1.32 -0.0369
N -4.50 -1.08 -0.55 0.4390
N -0.65 -2.85 0.37 1.2449
N -2.98 0.41 -2.34 0.0768
C 0.74 -1.75 2.12 -0.1683
C 0.09 0.77 -4.19 -0.4818
C -1.94 -4.51 -0.94 -0.0787
C -6.37 -3.66 1.28 -0.7413
C 4.80 1.86 -2.45 -1.8779
C 0.92 4.69 -0.26 2.1146
C 5.51 1.79 -0.04 -1.6673
C 0.11 4.10 -1.41 -1.9134
C -5.08 -0.11 -1.49 -0.9905
C 3.05 0.97 3.97 -1.6814
C 2.07 5.54 -0.82 -1.6713
C 1.44 -1.20 -4.01 -0.7481
C -2.03 0.99 -2.94 -0.5731
C 1.24 0.08 -4.55 -0.5769
C -5.05 -4.99 2.77 -0.4441
C -0.65 -1.08 -2.75 0.0384
C -3.99 -3.15 1.58 0.4567
C 0.53 -1.75 -3.14 -0.4115
C -3.94 -4.24 2.49 -0.6821
C 2.33 2.00 3.11 2.0215
C 0.00 5.56 0.61 -1.9236
C -0.78 -4.13 -0.11 -0.1773
C 4.37 1.51 -1.02 2.0028
C 0.32 -2.88 1.25 -0.5084
C 0.16 -4.95 0.47 0.2816
C 0.53 -6.40 0.32 0.5634
C -5.24 -2.89 0.94 0.6717
C 4.00 0.03 -0.96 -1.1039
C -0.86 0.23 -3.33 0.8479
C -4.13 1.04 -1.79 -0.9988
C 0.82 1.94 3.35 -1.0388
C -5.39 -1.84 -0.02 -0.2131
C -6.29 -4.70 2.18 -0.7158
C 2.86 3.41 3.43 -1.6166
H 1.70 6.31 -1.50 0.4003
H -0.65 3.42 -1.02 0.3421
H 5.15 1.62 0.98 0.1065
H 5.72 1.34 -2.71 0.4336
H 2.63 -0.02 3.78 0.2364
H 2.75 4.87 -1.36 0.1603
H -0.09 1.76 -4.60 0.2922
H -4.60 1.77 -2.47 0.5535
H 1.70 -1.34 1.80 -0.0262
H 1.59 -4.48 1.90 0.2584
H 3.11 -0.15 -1.57 -0.0234
H 0.00 -0.96 2.04 -0.1236
H -6.43 -1.70 -0.35 0.1696
H 4.82 -0.59 -1.33 0.5420
H 3.76 -0.25 0.06 0.0911
H 3.93 3.44 3.27 0.3273
H 2.38 4.12 2.76 0.0629
H 2.64 3.67 4.47 0.4601
H -1.14 -6.31 -1.02 0.4058
H 2.62 6.00 -0.01 0.3676
H -2.99 -4.46 2.95 0.4364
H 0.59 2.17 4.39 0.5052
H 0.75 3.52 -2.07 0.3003
H -0.41 6.38 0.03 0.4371
H 0.43 0.95 3.09 0.0096
H -5.31 -0.61 -2.43 0.2794
H -7.17 -5.28 2.42 0.3532
H -0.38 4.90 -1.98 0.5652
H 4.11 0.95 3.73 0.3223
H 2.92 1.20 5.03 0.3823
H -7.31 -3.42 0.80 0.3128
H -0.81 4.93 0.99 0.3651
H 0.71 -2.73 -2.70 0.3871
H -4.97 -5.83 3.46 0.3799
H 4.01 1.56 -3.14 0.3022
H -2.03 2.07 -3.18 0.1815
H 4.95 2.94 -2.53 0.3362
H 0.83 -2.09 3.16 0.3578
H -3.87 1.55 -0.86 0.1945
H 2.34 -1.75 -4.27 0.3847
H -6.02 0.29 -1.07 0.5423
H 0.56 5.96 1.46 0.3417
H 6.37 1.14 -0.23 0.4063
H 1.95 0.52 -5.23 0.3972
H 5.83 2.83 -0.12 0.3619
H 0.32 2.65 2.70 0.1012
```

Summary:
HOMO energy (alpha / beta): -1.79 / -2.29 eV
Net charge: -2
2S+1: 4
Expectation value of S²: 3.77